The following is a DFT calculation (ωB97M-V with the def2-TZVPD basis set) of a cluster of 4 separate species, C9H20BrNO12P2 in total.

Geometry (Å):
O 4.832 -0.540 0.587
N 5.093 -1.599 0.245
O 5.619 -1.645 -1.174
P 5.014 -0.696 -2.401
P 2.794 -1.226 -2.348
O 2.869 -2.494 -1.314
Br 1.977 0.377 -1.021
H 4.905 0.550 -1.736
H 3.728 -2.936 -1.253
C 4.997 2.765 0.792
O 4.656 3.203 2.113
C 3.636 4.056 2.158
O 3.016 4.465 1.211
O 3.417 4.382 3.431
C 2.334 5.300 3.626
H 5.827 2.079 0.921
H 4.150 2.261 0.329
H 5.293 3.612 0.175
H 1.403 4.873 3.259
H 2.530 6.235 3.104
H 2.284 5.463 4.697
C -2.461 1.288 -4.138
O -3.106 0.016 -3.992
C -2.400 -0.875 -3.297
O -1.320 -0.682 -2.801
O -3.095 -2.008 -3.234
C -2.435 -3.057 -2.515
H -3.150 1.894 -4.718
H -2.279 1.738 -3.164
H -1.514 1.176 -4.662
H -2.254 -2.761 -1.483
H -1.491 -3.314 -2.991
H -3.111 -3.906 -2.539
C -3.774 -0.544 0.637
O -3.576 -1.920 0.977
C -4.308 -2.339 2.008
O -5.083 -1.670 2.640
O -4.035 -3.625 2.220
C -4.758 -4.207 3.312
H -3.129 -0.349 -0.216
H -4.812 -0.361 0.366
H -3.497 0.105 1.466
H -5.829 -4.152 3.131
H -4.524 -3.692 4.241
H -4.430 -5.241 3.355

E_HOMO (hartree): -0.3270
Gap between HOMO and LUMO (eV): 8.2
Charge: 0
SMILES: O=NO[PH]#P(O)Br.COC(=O)OC.COC(=O)OC.COC(=O)OC



The following is a DFT calculation (ωB97M-V with the def2-TZVPD basis set) of a structure of composition C9H20CaClF3MgNO5S at a distorted geometry.

Geometry (Å):
O 2.343 -1.881 2.195
S 2.248 -0.462 2.414
O 3.482 0.007 2.949
C 2.064 0.335 0.800
C 1.439 1.750 0.883
C 0.824 2.048 2.255
C 0.088 0.846 2.925
C -1.003 0.284 1.972
C -1.943 -0.892 2.571
F -1.267 -1.935 3.190
O 1.010 -0.127 3.442
H 1.490 -0.340 0.143
H 3.055 0.400 0.343
H 2.203 2.473 0.595
H 0.625 1.771 0.151
H 1.641 2.368 2.914
H 0.105 2.866 2.152
H -0.423 1.299 3.780
H -0.600 -0.038 0.955
H -1.675 1.128 1.757
H -2.528 -1.371 1.680
H -2.731 -0.495 3.213
F 0.419 -3.334 1.528
C -0.377 0.539 -2.236
O 0.814 0.717 -2.169
N -1.168 0.836 -3.280
C -2.580 0.565 -3.243
C -0.578 1.438 -4.474
H -0.949 0.074 -1.402
H -2.819 -0.128 -4.060
H -3.141 1.494 -3.384
H -2.867 0.116 -2.289
H 0.183 0.770 -4.877
H -0.104 2.382 -4.207
H -1.345 1.614 -5.223
Ca -0.976 -1.574 0.449
O 2.795 -2.648 -0.359
H 3.198 -3.533 -0.403
H 2.428 -2.568 0.626
Cl 3.111 -2.194 -2.093
F -3.558 -2.967 1.539
Mg -2.934 -1.635 -3.723

E_HOMO (hartree): -0.3606
Gap between HOMO and LUMO (eV): 2.4
Charge: +1



The following is a DFT calculation (ωB97M-V with the def2-TZVPD basis set) of the ion C9H20F2N with charge +1 at a distorted geometry.

Geometry (Å):
C 3.480 -1.208 1.178
C 3.150 -0.450 -0.107
C 1.934 0.490 0.096
C 2.302 1.959 -0.124
C 0.806 -0.108 -0.822
C -0.553 0.500 -0.296
N -1.546 -0.485 -0.031
F -1.193 -1.235 1.055
F -1.424 -1.409 -1.031
C -2.922 0.016 0.035
C -2.947 1.124 1.057
C -3.836 -1.194 0.256
H 3.986 -2.191 0.942
H 4.014 -0.532 1.824
H 2.487 -1.526 1.754
H 2.918 -1.048 -0.991
H 3.997 0.261 -0.298
H 1.550 0.375 1.104
H 2.675 2.056 -1.156
H 1.463 2.542 0.056
H 3.186 2.015 0.666
H 0.924 0.289 -1.845
H 0.798 -1.186 -1.008
H -1.022 1.093 -1.147
H -0.366 1.065 0.642
H -3.018 0.422 -0.980
H -2.435 0.730 1.968
H -2.417 2.051 0.770
H -3.961 1.412 1.198
H -3.226 -2.016 0.503
H -4.300 -1.434 -0.690
H -4.690 -1.124 0.928

Energy above the lowest of the compared OMol25 structures with the same formula, charge and spin (kJ/mol): 90.0
E_HOMO (hartree): -0.5097
Gap between HOMO and LUMO (eV): 10.6
Charge: +1
SMILES: CC[C@@H](C)CC[N+](F)(F)C(C)C



The following is a DFT calculation (ωB97M-V with the def2-TZVPD basis set) of the ion C9H20N3 with charge +1 at a distorted geometry.

Geometry (Å):
C -1.710 -0.853 -2.132
C -0.829 -1.842 -1.338
C 0.459 -1.206 -0.766
C 1.423 -2.322 -0.223
N 0.331 -0.108 0.191
C 0.549 1.257 -0.198
N 1.511 1.427 -1.114
N -0.170 2.217 0.379
C 0.417 3.488 0.106
C -0.701 -0.226 1.184
C -0.462 -1.149 2.269
C -0.641 0.278 2.609
H -1.288 -0.836 -3.229
H -2.694 -1.126 -2.202
H -1.609 0.047 -1.621
H -0.331 -2.674 -1.903
H -1.209 -2.351 -0.445
H 1.074 -0.725 -1.490
H 1.223 -2.757 0.704
H 2.407 -2.049 -0.107
H 1.426 -3.291 -0.731
H 1.901 2.378 -1.276
H 2.092 0.637 -1.225
H -0.967 2.142 1.016
H 1.471 3.434 0.028
H -0.133 4.027 -0.789
H 0.217 4.170 0.877
H -1.673 -0.330 0.835
H 0.475 -1.590 2.209
H -1.275 -1.808 2.642
H -1.459 0.806 2.928
H 0.175 0.935 2.812

Energy above the lowest of the compared OMol25 structures with the same formula, charge and spin (kJ/mol): 166.8
E_HOMO (hartree): -0.4935
Gap between HOMO and LUMO (eV): 10.8
Charge: +1
SMILES: CC[C@H](C)/[N+](=C(\N)NC)C1CC1



> What is the formula in the fourth record?

C9H20N3